DFT (ωB97M-V/def2-TZVPD) results for an isolated molecule of C3H5NO.

* SMILES: N=C=CCO
* energy above the lowest of the compared OMol25 structures with the same formula, charge and spin: 197.0 kJ/mol
* calculated total energy: -247.23221 a.u.
* frontier orbital gap: 10.19 eV

ORCA input file:
```
! RIJCOSX wB97M-V def2-TZVPD def2/J DEFGRID3
* xyz 0 1
O 0.010 -1.646 -0.544
C 0.656 -0.385 -0.639
C -0.352 0.685 -0.366
C -0.477 1.193 0.827
N -0.691 1.486 2.002
H 0.662 -2.313 -0.792
H 1.486 -0.324 0.079
H 1.060 -0.228 -1.645
H -1.230 0.626 2.168
H -1.126 0.905 -1.089
*
```

DFT (ωB97M-V/def2-TZVPD) results for a cluster of 3 separate species, C15H30N2O6 in total.

* SMILES: NC[C@@H](O)C[C@@H]1CNC(=O)C1.CCOC(C)=O.CCOC(C)=O
* energy above the lowest of the compared OMol25 structures with the same formula, charge and spin: 308.6 kJ/mol
* calculated total energy: -1150.34617 a.u.
* frontier orbital gap: 9.42 eV

ORCA input file:
```
! RIJCOSX wB97M-V def2-TZVPD def2/J DEFGRID3
* xyz 0 1
N 1.198 0.914 2.280
C 0.555 0.663 0.908
C 1.491 1.307 -0.309
O 0.881 0.784 -1.576
C 1.437 2.943 -0.386
C 2.881 3.698 -0.199
C 3.967 3.180 -1.312
N 5.019 2.419 -0.508
C 4.637 2.263 0.969
O 4.928 1.302 1.850
C 3.700 3.586 1.217
H 2.143 0.427 2.239
H 1.437 1.940 2.298
H -0.547 1.089 0.834
H 0.574 -0.510 0.727
H 2.564 0.845 -0.247
H 1.685 0.571 -2.139
H 0.636 3.304 0.388
H 1.044 3.220 -1.471
H 2.576 4.829 -0.222
H 4.323 4.203 -1.793
H 3.434 2.465 -2.089
H 5.972 2.837 -0.676
H 3.117 3.709 2.224
H 4.363 4.577 1.204
O -2.570 -4.872 -4.617
C -1.760 -4.249 -3.931
O -2.143 -3.692 -2.761
C -1.243 -3.101 -1.804
C -0.942 -1.660 -2.164
C -0.363 -4.019 -4.422
H -0.339 -3.706 -1.689
H -1.758 -3.129 -0.838
H -0.441 -1.582 -3.132
H -0.303 -1.198 -1.405
H -1.870 -1.083 -2.242
H -0.358 -3.167 -5.108
H -0.031 -4.916 -4.958
H 0.364 -3.854 -3.629
O -2.728 -0.203 0.160
C -3.263 -0.471 1.235
O -2.853 0.132 2.372
C -3.523 0.025 3.642
C -3.084 -1.223 4.380
C -4.316 -1.536 1.317
H -4.607 0.086 3.520
H -3.228 0.907 4.221
H -3.344 -2.130 3.830
H -3.553 -1.272 5.368
H -1.996 -1.232 4.506
H -3.832 -2.515 1.373
H -4.931 -1.487 0.411
H -5.001 -1.417 2.154
*
```

DFT (ωB97M-V/def2-TZVPD) results for a cluster of 6 separate species, C18H45O21P3 in total.

* SMILES: COP(=O)(OC)OC.COP(=O)(OC)OC.COP(=O)(OC)OC.COC(=O)OC.COC(=O)OC.COC(=O)OC
* energy above the lowest of the compared OMol25 structures with the same formula, charge and spin: 486.6 kJ/mol
* calculated total energy: -3317.04335 a.u.
* frontier orbital gap: 10.53 eV

ORCA input file:
```
! RIJCOSX wB97M-V def2-TZVPD def2/J DEFGRID3
* xyz 0 1
C -5.111 -2.264 2.310
O -4.120 -2.470 3.321
P -4.475 -3.077 4.850
O -4.728 -2.015 5.917
O -5.623 -4.157 4.609
C -7.036 -3.813 4.759
O -3.281 -4.112 5.177
C -2.145 -3.520 5.775
H -4.856 -1.281 1.914
H -6.144 -2.317 2.654
H -4.945 -3.046 1.570
H -7.611 -4.249 5.575
H -7.622 -3.889 3.843
H -7.009 -2.797 5.154
H -1.307 -4.216 5.796
H -2.355 -3.272 6.816
H -1.645 -2.683 5.289
C 0.839 0.258 -7.768
O 2.166 -0.268 -7.642
P 3.285 0.528 -6.868
O 3.127 2.004 -6.838
O 4.747 0.098 -7.550
C 5.956 0.233 -6.758
O 3.254 -0.184 -5.421
C 3.278 -1.586 -5.208
H 0.512 0.541 -8.769
H 0.398 1.075 -7.196
H 0.233 -0.572 -7.405
H 5.908 0.151 -5.672
H 6.334 1.224 -7.011
H 6.571 -0.575 -7.156
H 2.228 -1.770 -4.981
H 3.930 -1.921 -4.402
H 3.521 -2.186 -6.085
C 0.293 -0.595 5.811
O -0.713 0.020 5.057
P -1.878 0.879 5.917
O -3.085 0.118 6.313
O -2.086 2.246 5.002
C -2.642 2.354 3.636
O -0.961 1.415 7.144
C -1.493 2.123 8.248
H -0.232 -0.897 6.717
H 1.217 -0.076 6.065
H 0.474 -1.575 5.369
H -2.149 3.064 2.973
H -3.572 2.860 3.896
H -3.037 1.535 3.034
H -2.569 2.296 8.225
H -1.151 3.156 8.309
H -1.341 1.468 9.106
C 1.514 0.175 -2.496
O 0.364 -0.121 -1.781
C 0.396 -0.375 -0.467
O 1.271 -1.008 0.103
O -0.787 -0.019 0.147
C -1.182 -0.337 1.487
H 1.769 -0.735 -3.040
H 2.347 0.607 -1.942
H 1.166 0.872 -3.258
H -0.622 0.222 2.237
H -0.997 -1.376 1.760
H -2.210 -0.031 1.681
C 6.151 4.067 0.108
O 6.308 2.711 -0.354
C 5.199 2.032 -0.638
O 4.112 2.523 -0.746
O 5.601 0.764 -0.872
C 4.758 -0.428 -1.065
H 6.943 4.392 0.783
H 5.287 4.274 0.739
H 5.949 4.684 -0.767
H 5.271 -1.264 -0.590
H 4.535 -0.748 -2.083
H 3.816 -0.192 -0.571
C 0.089 2.902 -5.156
O -0.718 2.193 -4.167
C -1.425 1.054 -4.462
O -1.362 0.248 -5.424
O -2.193 0.901 -3.457
C -3.182 -0.184 -3.291
H -0.480 3.073 -6.069
H 1.036 2.479 -5.493
H 0.191 3.915 -4.767
H -3.688 -0.631 -4.147
H -3.976 0.047 -2.581
H -2.600 -0.951 -2.779
*
```

DFT (ωB97M-V/def2-TZVPD) results for a structure of composition C24H25AsBrF6N3O12S6Ti.

* energy above the lowest of the compared OMol25 structures with the same formula, charge and spin: 368.7 kJ/mol
* calculated total energy: -10644.47351 a.u.
* frontier orbital gap: 4.71 eV

ORCA input file:
```
! RIJCOSX wB97M-V def2-TZVPD def2/J DEFGRID3
* xyz -2 1
Ti 0.539 0.901 1.023
C -0.864 0.177 -4.266
C -1.555 -1.006 -4.960
S -3.009 -1.672 -4.091
C -1.417 -4.659 -5.315
C -0.118 -4.808 -5.092
S -0.663 -1.920 0.155
C 0.510 -2.276 -1.156
C 0.110 -1.962 -2.587
S 0.365 -0.206 -2.957
H -1.619 0.840 -3.844
H -0.272 0.733 -5.000
H -0.794 -1.769 -5.170
H -1.884 -0.628 -5.934
H -1.792 -4.024 -6.109
H -2.158 -4.954 -4.583
H 0.623 -4.404 -5.773
H 0.258 -5.323 -4.216
H 0.595 -3.364 -1.030
H 1.487 -1.875 -0.872
H -0.953 -2.183 -2.759
H 0.728 -2.573 -3.244
O 0.622 0.178 2.677
As 1.886 -2.260 2.397
O 2.680 -3.035 1.211
O -0.521 -0.266 0.315
C 3.345 -1.116 3.191
C 3.859 -1.680 4.357
C 4.906 -1.094 5.053
C 5.465 0.088 4.591
C 4.964 0.676 3.442
C 3.910 0.078 2.761
S 3.318 0.984 1.357
O 2.457 2.069 1.858
O 4.460 1.406 0.604
O 2.396 0.053 0.621
H -0.175 0.169 3.243
H 3.432 -2.606 4.735
H 5.284 -1.560 5.955
H 6.284 0.553 5.124
H 5.389 1.596 3.060
Br 4.728 5.568 -4.805
C 3.398 4.828 -3.657
C 3.674 3.656 -2.975
C 2.702 3.127 -2.136
C 1.480 3.769 -1.989
C 1.223 4.940 -2.692
C 2.184 5.482 -3.531
C 0.413 3.222 -1.072
O -0.675 3.760 -0.993
O 0.779 2.164 -0.414
H 4.628 3.162 -3.091
H 2.897 2.213 -1.593
H 0.258 5.413 -2.569
H 1.994 6.393 -4.082
F -1.330 -2.870 4.658
C -1.947 -1.864 5.283
F -1.049 -1.257 6.058
F -2.895 -2.383 6.061
S -2.656 -0.675 4.011
O -1.770 0.467 4.076
O -2.682 -1.430 2.796
N -4.126 -0.373 4.475
S -4.470 0.577 5.690
O -3.526 0.538 6.772
O -5.869 0.468 5.973
C -4.307 2.307 5.009
F -3.070 2.781 5.130
F -5.122 3.125 5.692
F -4.658 2.363 3.722
N -0.154 3.358 2.585
C -0.974 4.413 2.691
C -2.134 4.099 2.022
C -1.915 2.820 1.501
N -0.717 2.382 1.859
H 0.797 3.238 2.903
H -0.683 5.288 3.245
H -3.014 4.705 1.912
H -2.550 2.208 0.885
*
```